1.
45
Properties=species:S:1:pos:R:3 method="wB97M-V/def2-TZVPD" s2=0.76 e_lumo_ev="-4.49 / -4.45" energy_ev=-45436.9566 homo_lumo_gap_ev="6.04 / 6.02" multiplicity=2 total_charge=+1
Ce 0.39 0.41 0.19
H -1.39 -2.00 2.54
H -0.82 -2.46 2.44
P 0.31 1.51 3.07
P 1.73 -1.24 -1.65
C 1.52 -0.50 -3.31
H 2.03 -1.18 -4.01
H 0.46 -0.42 -3.59
H 1.98 0.50 -3.34
C 3.54 -1.26 -1.48
H 3.81 -1.91 -0.63
H 3.98 -1.63 -2.42
H 3.89 -0.24 -1.28
C 1.37 -3.00 -1.97
H 0.30 -3.15 -2.14
H 1.94 -3.31 -2.85
H 1.68 -3.60 -1.10
C 1.97 1.95 3.74
H 1.88 2.53 4.67
H 2.53 1.02 3.92
H 2.51 2.54 2.99
C -0.52 3.11 3.35
H -1.60 2.98 3.17
H -0.36 3.45 4.39
H -0.15 3.87 2.65
C -0.33 0.62 4.54
H 0.25 -0.30 4.68
H -0.25 1.25 5.44
H -1.38 0.35 4.37
C -0.47 2.55 0.29
O -0.54 3.65 -0.06
H 2.21 0.99 0.50
C -3.43 -1.46 -2.28
C -2.11 -0.72 -2.21
C -2.23 0.68 -2.81
C -1.55 -0.69 -0.76
H -4.24 -1.04 -1.66
H -3.23 -2.49 -1.97
H -3.78 -1.46 -3.32
H -1.38 -1.29 -2.82
H -2.95 1.30 -2.23
H -1.26 1.20 -2.86
H -2.63 0.62 -3.83
H -1.49 -1.69 -0.28
H -2.18 -0.06 -0.10



2.
47
Properties=species:S:1:pos:R:3 method="wB97M-V/def2-TZVPD" relative_energy_kj_mol=0.0 e_lumo_ev=0.33 energy_ev=-44255.7874 homo_lumo_gap_ev=9.96 total_charge=0
C -2.71 0.51 2.84
C -2.82 -1.02 2.91
C -4.00 -1.59 2.18
F -3.77 -1.50 0.81
N -5.25 -0.86 2.38
C -5.70 -0.99 3.72
O -5.57 -1.98 4.42
O -6.37 0.08 4.22
S -6.38 1.58 3.46
H -3.06 0.83 1.87
H -1.68 0.80 2.98
H -3.29 0.97 3.62
H -2.83 -1.36 3.94
H -1.95 -1.47 2.46
H -4.10 -2.65 2.41
H -5.94 -1.34 1.81
H -6.88 1.27 2.25
C 3.97 3.14 1.53
C 2.67 3.12 2.29
O 1.58 2.66 1.48
C 1.51 1.34 1.32
O 2.24 0.53 1.83
O 0.47 1.07 0.54
C 0.29 -0.32 0.26
H 3.87 3.72 0.61
H 4.76 3.58 2.14
H 4.27 2.13 1.26
H 2.39 4.14 2.58
H 2.74 2.52 3.20
H 0.24 -0.90 1.17
H 1.09 -0.68 -0.38
H -0.66 -0.41 -0.27
C 1.52 -1.99 -6.37
C 1.09 -1.00 -5.31
O 1.74 -1.24 -4.06
C 3.00 -0.81 -3.97
O 3.60 -0.21 -4.82
O 3.46 -1.12 -2.76
C 4.82 -0.76 -2.53
H 1.36 -3.01 -6.02
H 0.95 -1.83 -7.28
H 2.58 -1.87 -6.61
H 0.03 -1.10 -5.10
H 1.28 0.03 -5.62
H 4.98 0.30 -2.75
H 5.48 -1.36 -3.15
H 5.01 -0.95 -1.48



3.
27
Properties=species:S:1:pos:R:3 method="wB97M-V/def2-TZVPD" relative_energy_kj_mol=150.5 e_lumo_ev=-3.07 energy_ev=-13122.2973 homo_lumo_gap_ev=9.09 total_charge=+1
C -1.86 0.42 -0.48
C -3.11 1.41 -0.13
N -1.10 0.49 0.82
H -2.29 -0.50 -0.83
H -1.31 0.92 -1.25
H -2.73 2.39 0.08
H -3.58 0.86 0.69
H -1.82 0.50 1.55
H -0.49 -0.35 0.87
H -0.58 1.34 1.05
H -3.73 1.40 -1.04
C 0.19 -2.45 -1.08
C 2.10 0.94 0.70
C 2.13 -0.28 1.34
C 1.59 1.05 -0.64
C 1.83 -1.44 0.60
C 0.97 -0.05 -1.20
C 1.01 -1.29 -0.50
O 2.47 2.16 1.18
H 2.50 -0.52 2.33
H 2.97 2.00 2.00
H 1.86 1.95 -1.19
H 1.83 -2.43 1.04
H 0.63 -0.03 -2.22
H -0.72 -2.69 -0.55
H 0.93 -3.30 -0.95
H 0.30 -2.51 -2.18



4.
12
Properties=species:S:1:pos:R:3 method="wB97M-V/def2-TZVPD" relative_energy_kj_mol=69.2 e_lumo_ev=0.60 energy_ev=-89853.3886 homo_lumo_gap_ev=9.68 total_charge=0
C -1.07 0.72 -0.67
C -0.35 1.72 -0.23
C -0.43 -0.64 -0.63
C 0.78 -0.53 0.25
O 0.28 -1.18 1.66
F -0.62 3.08 -0.19
S 1.27 1.22 0.51
Br 2.29 -1.51 -0.22
H -1.95 0.70 -1.10
H -1.13 -1.32 -0.11
H -0.03 -0.88 -1.59
H 0.96 -1.37 2.33



5.
10
Properties=species:S:1:pos:R:3 method="wB97M-V/def2-TZVPD" relative_energy_kj_mol=501.9 e_lumo_ev=-0.32 energy_ev=-10787.4988 homo_lumo_gap_ev=10.15 total_charge=0
C -0.66 -0.13 -0.88
C -0.30 0.19 1.27
C 0.79 -0.33 -0.96
H -0.65 0.47 2.39
H -0.45 -1.03 1.27
H 1.07 -0.50 -2.15
N 1.59 0.32 -0.11
O -1.26 -0.39 -1.93
O -1.11 0.78 0.17
O 0.99 0.63 0.95



6.
62
Properties=species:S:1:pos:R:3 method="wB97M-V/def2-TZVPD" relative_energy_kj_mol=145.5 e_lumo_ev=-0.83 energy_ev=-45167.7132 homo_lumo_gap_ev=7.08 total_charge=0
C 5.84 -2.66 -6.19
C 4.57 -3.48 -6.34
H 4.79 -4.55 -6.29
H 4.09 -3.24 -7.29
O 3.65 -3.24 -5.28
C 2.89 -2.13 -5.40
O 2.90 -1.41 -6.38
N 2.14 -1.90 -4.30
C 1.99 -2.82 -3.21
H 2.04 -2.25 -2.28
C 0.65 -3.55 -3.32
H 0.49 -4.18 -2.44
H 0.69 -4.20 -4.20
C -0.55 -2.61 -3.50
N -1.09 -2.12 -2.23
C -0.50 -1.33 -1.26
O 0.61 -0.87 -1.28
C -1.52 -1.15 -0.20
C -1.46 -0.45 0.99
C -2.59 -0.45 1.80
C -3.73 -1.16 1.43
C -3.79 -1.86 0.23
C -2.67 -1.84 -0.58
C -2.40 -2.47 -1.89
O -3.13 -3.16 -2.57
H -4.68 -2.41 -0.06
H -4.57 -1.16 2.10
C -2.63 0.25 3.13
O -3.32 -0.17 4.04
N -1.86 1.36 3.18
C -1.66 2.24 4.26
C -2.22 2.06 5.51
C -1.97 2.97 6.52
C -1.16 4.07 6.31
C -0.58 4.26 5.03
C -0.84 3.35 4.02
H -0.40 3.48 3.04
O 0.20 5.37 4.90
C 0.82 5.62 3.66
H 1.50 4.81 3.38
H 1.39 6.53 3.79
H 0.08 5.77 2.87
O -0.85 5.02 7.23
C -1.39 4.89 8.52
H -1.02 5.74 9.09
H -1.06 3.96 9.01
H -2.49 4.92 8.51
H -2.42 2.81 7.48
H -2.86 1.21 5.69
H -1.38 1.63 2.33
H -0.54 0.04 1.27
C -0.25 -1.48 -4.50
C 1.14 -0.86 -4.32
H 1.20 -0.31 -3.38
H 1.36 -0.19 -5.15
H -1.02 -0.71 -4.41
H -0.31 -1.91 -5.50
H -1.38 -3.20 -3.90
H 2.81 -3.54 -3.22
H 5.60 -1.60 -6.26
H 6.30 -2.85 -5.22
H 6.54 -2.91 -6.98